1.
The following is a quantum chemistry calculation of 6 unconnected molecules or ions with the total composition C14H44O18P4 at a distorted geometry, from OMol25.

Atoms and positions in Å:
1 C 0.8170 5.1325 -3.9872
2 O 0.2314 5.4910 -2.7092
3 H 0.1693 4.4130 -4.4881
4 H 0.7120 5.9051 -4.7489
5 H 1.8058 4.6747 -4.0129
6 H 0.8945 5.8280 -2.1022
7 C 4.6206 -4.1801 1.2358
8 O 4.1735 -3.6691 -0.0448
9 H 5.0704 -5.1724 1.2688
10 H 5.2772 -3.4735 1.7435
11 H 3.8054 -4.1180 1.9567
12 H 3.5282 -4.3657 -0.1863
13 C -0.3177 6.5966 4.8554
14 O -1.5926 6.3566 4.1462
15 P -2.2986 4.8980 3.9890
16 O -3.5473 4.8231 3.1754
17 O -1.1150 3.8095 3.6331
18 C -0.2945 4.0897 2.5264
19 O -2.5546 4.6694 5.5975
20 C -3.2406 5.6650 6.3840
21 H 0.1270 5.6769 5.2354
22 H -0.4424 7.3035 5.6757
23 H 0.4365 7.0617 4.2206
24 H -0.3030 5.1600 2.3204
25 H -0.3725 3.4097 1.6781
26 H 0.6939 3.8148 2.8946
27 H -2.5959 6.3891 6.8822
28 H -3.7680 5.1468 7.1849
29 H -3.8749 6.2198 5.6926
30 C 2.1674 -0.7831 0.6027
31 O 1.0099 -0.0917 1.0027
32 P -0.1545 0.1535 -0.0962
33 O -1.4525 0.7165 0.4338
34 O 0.6742 1.1025 -1.1055
35 C -0.1043 2.2565 -1.5654
36 O -0.3790 -1.1938 -0.9743
37 C -1.4607 -1.2707 -1.9363
38 H 3.1572 -0.3357 0.6940
39 H 2.1646 -1.0710 -0.4486
40 H 2.3341 -1.6086 1.2948
41 H -0.1930 2.9907 -0.7647
42 H -0.9774 1.8258 -2.0556
43 H 0.5135 2.8032 -2.2778
44 H -1.0213 -0.9508 -2.8812
45 H -2.2773 -0.5625 -1.7958
46 H -1.9910 -2.2184 -2.0303
47 C -2.0033 -2.4723 2.3619
48 O -0.8041 -2.1669 3.1648
49 P -0.7215 -2.3153 4.7964
50 O 0.6650 -2.1228 5.3981
51 O -1.9337 -1.3760 5.3447
52 C -1.8171 -0.6919 6.6411
53 O -1.3387 -3.7987 5.0574
54 C -0.5632 -4.9655 4.9376
55 H -2.7782 -2.9516 2.9601
56 H -1.6758 -3.1758 1.5965
57 H -2.3714 -1.5980 1.8251
58 H -1.0668 0.0942 6.5564
59 H -1.5378 -1.3943 7.4263
60 H -2.7775 -0.2543 6.9138
61 H 0.3708 -4.7877 4.4045
62 H -1.2493 -5.7149 4.5431
63 H -0.3275 -5.2506 5.9630
64 C 0.2359 -1.2946 -9.0852
65 O -0.0558 -2.6486 -8.9702
66 P 0.8027 -3.5133 -7.7904
67 O 2.2656 -3.4392 -7.9980
68 O 0.3507 -2.8968 -6.3479
69 C 1.1822 -1.9863 -5.6849
70 O 0.1840 -4.9917 -7.9349
71 C 0.7634 -6.1306 -7.1618
72 H 0.5841 -1.3018 -10.1181
73 H 1.0206 -0.7845 -8.5266
74 H -0.6745 -0.6973 -9.0363
75 H 2.0111 -1.5881 -6.2701
76 H 1.5893 -2.5269 -4.8304
77 H 0.6831 -1.1321 -5.2274
78 H 0.0543 -6.7783 -6.6463
79 H 1.6068 -5.8578 -6.5276
80 H 1.2716 -6.8085 -7.8475

Atoms 1-3, force components in eV/Å:
-1.1873 -0.1764 -0.4248
0.4440 -0.4673 -1.0628
-0.2373 -0.5801 0.6878

As for the net charge: -1. As for the orbital gap (spin up / spin down): 0.053 / 0.377 Ha. Its energy is -3279.71800 a.u. Its expectation value of S² is 0.7503. As for the spin multiplicity: 2. The calculation puts the LUMO energy (spin up / spin down) at 2.1 / 2.1 eV. The calculation puts the HOMO energy (spin up / spin down) at 0.0249 / -0.3008 Ha.


2.
The following is a quantum chemistry calculation of 8 unconnected molecules or ions with the total composition C14H44O8S6 at a distorted geometry, from OMol25.

Atoms and positions in Å:
1 C -17.8325 22.3608 -1.3591
2 O -16.9698 23.0412 -0.4972
3 H -17.7928 22.7544 -2.3748
4 H -17.4309 21.3683 -1.5634
5 H -18.8735 22.3334 -1.0371
6 H -16.1837 22.4957 -0.4199
7 C -11.0420 22.1626 2.4453
8 O -10.2274 22.3506 1.3093
9 H -11.4249 21.1426 2.4139
10 H -10.3314 22.2847 3.2627
11 H -11.7912 22.9541 2.4620
12 H -10.7573 22.1297 0.5399
13 C -9.6320 26.0864 -1.9650
14 S -8.0973 25.3397 -2.7042
15 O -8.2264 25.6408 -4.2172
16 C -7.0235 26.5917 -1.9099
17 H -9.6587 26.3213 -0.9010
18 H -10.4012 25.3179 -2.0414
19 H -9.9570 27.0086 -2.4466
20 H -5.9601 26.4990 -2.1306
21 H -7.0579 26.5742 -0.8206
22 H -7.3293 27.5360 -2.3602
23 C -12.4562 18.0700 -2.6857
24 S -12.7044 19.7952 -3.2560
25 O -12.7306 20.7514 -2.0650
26 C -11.0645 20.0302 -4.0955
27 H -13.3339 17.9694 -2.0472
28 H -11.5779 17.9725 -2.0476
29 H -12.5254 17.3515 -3.5024
30 H -11.0158 20.9669 -4.6508
31 H -10.8013 19.1792 -4.7236
32 H -10.3164 20.0078 -3.3031
33 C -11.3209 23.2113 8.4185
34 S -9.8721 22.7699 9.4437
35 O -10.1097 21.4375 10.1470
36 C -8.7232 22.3637 8.0382
37 H -11.0897 23.6799 7.4619
38 H -12.1371 23.7648 8.8828
39 H -11.7665 22.2413 8.1976
40 H -8.9424 21.4455 7.4934
41 H -7.7813 22.0253 8.4702
42 H -8.5791 23.1677 7.3165
43 C -16.8468 20.7117 4.4579
44 S -17.5892 19.5786 5.7678
45 O -16.7818 19.8296 7.0410
46 C -19.1560 20.4907 5.9732
47 H -17.5225 21.3971 3.9463
48 H -16.3850 20.0217 3.7517
49 H -16.0738 21.3494 4.8869
50 H -19.8116 20.4360 5.1041
51 H -18.9650 21.5297 6.2418
52 H -19.6697 20.0466 6.8259
53 C -6.2328 29.9494 5.4232
54 S -7.1584 28.4458 6.0289
55 O -6.2705 27.6934 7.0278
56 C -6.9570 27.5186 4.4542
57 H -5.2111 29.6552 5.1833
58 H -6.3735 30.7157 6.1856
59 H -6.7302 30.2856 4.5135
60 H -5.9546 27.7564 4.0981
61 H -7.7620 27.7218 3.7479
62 H -6.9548 26.4334 4.5566
63 C -4.3146 21.5068 1.7262
64 S -3.0765 21.3985 0.3309
65 O -2.5486 22.8030 0.1833
66 C -1.8430 20.3248 1.1862
67 H -5.1576 22.1516 1.4780
68 H -3.9295 21.8625 2.6819
69 H -4.6738 20.5141 1.9978
70 H -2.3934 19.5528 1.7241
71 H -1.3201 20.9149 1.9388
72 H -1.0144 20.0225 0.5458

Atoms 1-3, force components in eV/Å:
0.2976 -0.7727 -1.4519
0.1738 0.3156 0.6034
-0.2521 0.7138 -0.0578

As for the net charge: 0. As for the energy above the lowest of the compared OMol25 structures with the same formula, charge and spin: 291.7 kJ/mol. As for the orbital gap: 0.326 Ha. Its energy is -3550.51440 a.u. The calculation puts the LUMO energy at 0.0 eV. The calculation puts the HOMO energy at -0.3263 Ha.


3.
The following is a quantum chemistry calculation of a molecular structure, C14H46BKO14 at a distorted geometry, from OMol25.

Atoms and positions in Å:
1 K -2.4628 -1.2428 -1.9014
2 B 0.1097 -0.7106 -0.5785
3 H 0.6052 -1.5056 -1.1140
4 H -0.3317 -0.0331 -1.2929
5 H -0.7237 -1.1033 -0.0170
6 H 0.9130 -0.2866 0.0039
7 C 5.2464 -0.0908 1.8696
8 C 3.7679 0.3544 1.6452
9 O 3.6218 1.5814 0.9258
10 O 5.8913 -0.5430 0.6677
11 H 5.1766 -0.9971 2.4712
12 H 5.7930 0.7073 2.3720
13 H 3.5813 0.4771 2.7120
14 H 3.1591 -0.4171 1.1738
15 H 2.7358 1.5246 0.5605
16 H 6.1338 0.1843 0.0900
17 C -1.5667 2.8365 -3.1596
18 C -2.0970 3.3447 -4.5273
19 O -1.0420 3.4550 -5.5286
20 O -1.3138 1.4584 -3.0290
21 H -2.1667 3.2467 -2.3473
22 H -0.5830 3.2535 -2.9439
23 H -2.4905 4.3547 -4.6429
24 H -2.8625 2.6634 -4.8988
25 H -0.2714 2.8882 -5.4478
26 H -0.6696 1.4182 -2.3184
27 C -0.6942 4.2066 1.0806
28 C -0.6909 2.6457 0.6059
29 O 0.2037 2.4226 -0.4903
30 O -1.6037 4.9628 0.3684
31 H 0.2331 4.7784 1.1147
32 H -0.9279 4.2888 2.1421
33 H -1.7393 2.4448 0.3854
34 H -0.3971 1.9637 1.4039
35 H 0.2563 1.4640 -0.4843
36 H -1.3041 5.0926 -0.5344
37 C -0.6022 -4.5326 -0.2511
38 C 0.8646 -4.0249 -0.0005
39 O 0.8033 -2.9949 0.9814
40 O -1.7171 -3.7507 -0.4983
41 H -1.0431 -5.1307 0.5463
42 H -0.5802 -5.1880 -1.1218
43 H 1.3742 -3.5501 -0.8390
44 H 1.4226 -4.9236 0.2623
45 H 0.6055 -2.1909 0.4955
46 H -2.0473 -3.6083 0.3918
47 C -3.6955 1.2886 2.3427
48 C -3.7118 0.6354 0.9559
49 O -4.6279 -0.4340 0.9684
50 O -4.9343 2.0759 2.4699
51 H -2.7534 1.8263 2.4499
52 H -3.5244 0.6979 3.2426
53 H -2.7363 0.1718 0.8086
54 H -3.8874 1.3509 0.1526
55 H -5.0105 -0.4712 1.8481
56 H -5.2298 1.8529 3.3556
57 C 4.1002 -0.3411 -3.3647
58 C 3.2216 -0.6441 -2.1144
59 O 2.0272 0.0626 -2.2532
60 O 5.1826 0.5328 -3.0901
61 H 3.7054 -0.1370 -4.3600
62 H 4.6075 -1.2770 -3.5989
63 H 3.7445 -0.2307 -1.2520
64 H 3.0132 -1.7113 -2.0385
65 H 1.4753 -0.1589 -1.4997
66 H 4.8039 1.3977 -2.9169
67 C -2.1268 -3.3204 3.0595
68 C -1.2707 -2.0985 3.4535
69 O 0.0351 -2.4768 4.0217
70 O -3.0480 -2.9554 2.0348
71 H -2.8124 -3.4847 3.8909
72 H -1.4732 -4.1752 2.8858
73 H -1.6819 -1.5470 4.2990
74 H -0.9325 -1.3301 2.7584
75 H 0.5767 -2.5616 3.2335
76 H -3.6065 -3.7320 1.9543

Atoms 1-3, force components in eV/Å:
0.2263 -0.0606 0.1472
-0.9403 -0.0805 0.3503
1.2782 -3.1354 -2.1919

As for the net charge: 0. As for the energy above the lowest of the compared OMol25 structures with the same formula, charge and spin: 484.0 kJ/mol. As for the orbital gap: 0.325 Ha. Its energy is -2238.86278 a.u. The calculation puts the LUMO energy at -0.5 eV. The calculation puts the HOMO energy at -0.3439 Ha.